(1)
C23H49CoN2OP3S | ωB97M-V with the def2-TZVPD basis set

Output
**Kohn-Sham gap (alpha / beta)**: 5.8 / 2.7 eV
**HOMO level (alpha / beta)**: -15.47 / -15.46 eV
**Energy**: -105970.8124 eV

Structure (ORCA input):
```
! RIJCOSX wB97M-V def2-TZVPD def2/J DEFGRID3
* xyz 3 5
Co 0.14 0.86 -1.62
P -0.60 2.18 0.81
P -2.26 0.08 -1.14
P 2.22 1.49 -0.65
H 0.52 -1.45 -6.94
C 1.46 -1.45 -6.36
C 1.87 -2.57 -5.75
H 1.17 -3.39 -5.53
C -1.11 3.81 0.11
C -1.97 1.88 2.03
C 0.56 2.74 2.16
C -2.74 -1.35 -2.18
C -3.06 -0.54 0.41
C -3.30 1.48 -1.73
C 3.55 0.85 -1.70
C 2.85 0.86 0.98
C 2.49 3.31 -0.64
H 2.07 -0.54 -6.38
H 2.93 -2.82 -5.62
H -1.41 4.47 0.93
H -1.95 3.65 -0.58
H -0.27 4.24 -0.45
H -1.93 2.61 2.85
H -1.83 0.88 2.47
H -2.96 1.94 1.56
H 0.04 3.46 2.81
H 1.48 3.21 1.77
H 0.84 1.85 2.76
H -3.84 -1.39 -2.28
H -2.25 -2.27 -1.78
H -2.33 -1.17 -3.18
H -3.69 0.25 0.86
H -2.23 -0.83 1.08
H -3.68 -1.43 0.17
H -4.23 1.11 -2.19
H -2.71 2.04 -2.47
H -3.54 2.12 -0.87
H 4.46 1.43 -1.48
H 3.33 0.94 -2.76
H 3.73 -0.20 -1.46
H 3.88 0.50 0.82
H 2.24 0.01 1.33
H 2.88 1.64 1.76
H 3.55 3.51 -0.88
H 2.27 3.81 0.31
H 1.87 3.77 -1.42
C 0.67 -1.03 -2.87
C 0.67 0.40 -3.45
C -0.13 0.61 -4.68
C -1.03 -0.35 -5.12
C -0.92 -1.67 -4.63
C 0.11 -1.97 -3.72
S 1.12 -1.75 -1.21
H 0.86 -3.13 -1.28
H 1.55 1.09 -3.40
H 0.07 1.49 -5.32
H -1.79 -0.17 -5.92
H -1.63 -2.46 -4.92
H 0.44 -3.01 -3.62
C -0.79 -2.84 2.14
N -0.46 -2.27 3.42
C -1.49 -2.11 4.41
C -0.83 -2.04 5.78
C 0.16 -0.90 5.78
N 1.07 -1.03 4.68
C 2.30 -0.29 4.76
C 0.71 -1.56 3.46
O 1.38 -1.42 2.43
H -0.86 -2.06 1.37
H -1.75 -3.39 2.24
H 0.02 -3.52 1.85
H -2.08 -1.18 4.24
H -2.17 -2.97 4.33
H -0.30 -2.99 5.98
H -1.60 -1.89 6.56
H 0.75 -0.90 6.70
H -0.38 0.07 5.71
H 2.10 0.79 4.68
H 2.75 -0.50 5.74
H 2.96 -0.62 3.96
*
```

***

(2)
C23H49ErN3OP4 | ωB97M-V with the def2-TZVPD basis set

Output
**Kohn-Sham gap (alpha / beta)**: 3.9 / 4.0 eV
**HOMO level (alpha / beta)**: -14.73 / -14.73 eV
**Energy**: -95913.5276 eV

Structure (ORCA input):
```
! RIJCOSX wB97M-V def2-TZVPD def2/J DEFGRID3
* xyz 3 4
Er 0.37 0.22 0.02
P 0.76 -2.28 -1.05
P 2.96 0.00 1.03
P -2.28 0.54 -0.59
H 2.00 2.59 -0.67
C 0.93 2.63 -0.44
C 0.46 2.76 0.86
H 1.14 2.84 1.71
C 1.52 -1.87 -2.67
C 1.89 -3.59 -0.45
C -0.77 -3.19 -1.52
C 3.67 1.44 1.91
C 3.51 -1.36 2.13
C 4.17 -0.15 -0.34
C -3.04 2.17 -0.28
C -3.65 -0.64 -0.33
C -2.22 0.60 -2.41
H 0.27 2.76 -1.31
H -0.59 2.97 1.10
H 1.56 -2.76 -3.33
H 2.54 -1.45 -2.55
H 0.94 -1.07 -3.14
H 1.77 -4.49 -1.07
H 1.64 -3.82 0.60
H 2.93 -3.24 -0.47
H -0.50 -4.16 -1.96
H -1.38 -2.60 -2.22
H -1.38 -3.35 -0.61
H 4.76 1.42 1.79
H 3.43 1.38 2.98
H 3.27 2.37 1.51
H 4.61 -1.35 2.20
H 3.18 -2.32 1.74
H 3.08 -1.21 3.13
H 5.18 -0.13 0.08
H 4.04 0.68 -1.03
H 4.01 -1.10 -0.88
H -3.80 2.36 -1.05
H -2.27 2.96 -0.32
H -3.50 2.18 0.72
H -4.47 -0.39 -1.02
H -3.99 -0.57 0.71
H -3.30 -1.66 -0.53
H -3.20 0.89 -2.81
H -1.93 -0.37 -2.84
H -1.48 1.34 -2.74
C -0.48 0.73 -5.63
C 0.26 0.47 -6.80
C 0.30 1.46 -7.78
C -0.41 2.67 -7.61
C -1.23 2.85 -6.49
C -1.32 1.84 -5.53
O -0.33 0.04 -4.45
H 0.15 -0.81 -4.56
H 0.80 -0.47 -6.94
H 0.90 1.33 -8.69
H -0.32 3.47 -8.35
H -1.80 3.77 -6.34
H -1.97 1.93 -4.67
C -0.04 -0.72 5.91
N -0.23 0.66 5.40
C -1.68 0.96 5.39
N -2.43 -0.01 4.57
C -2.19 -1.37 5.08
N -0.75 -1.72 5.08
C -0.21 -1.81 3.72
P -0.32 -0.22 2.73
C 0.39 0.86 4.09
C -2.12 0.11 3.14
H -0.44 -0.76 6.93
H 1.03 -0.95 5.90
H -1.83 1.97 4.99
H -2.05 0.90 6.42
H -2.72 -2.09 4.44
H -2.56 -1.42 6.12
H 0.84 -2.12 3.78
H -0.76 -2.59 3.19
H 0.25 1.91 3.78
H 1.47 0.67 4.17
H -2.74 -0.60 2.58
H -2.35 1.13 2.80
*
```